DFT (ωB97M-V with the def2-TZVPD basis set) results for one molecule with the formula C4H12N2S.

The geometry in XYZ format:
```
19
Properties=species:S:1:pos:R:3:forces:R:3
N -2.66269 1.23228 -0.39855 -0.186 0.579 0.545
C -1.91857 -0.01448 -0.35593 -0.427 -1.017 -0.433
C -0.54090 0.03463 -0.98858 -0.265 0.024 -0.488
N 0.48370 0.71788 -0.22172 0.086 -0.400 -0.115
C 1.04627 0.01566 0.90508 0.399 -0.153 1.518
C 2.50133 -0.41549 0.71576 -0.514 -0.123 -0.760
S 2.70413 -1.99514 -0.18658 0.501 -0.484 0.169
H -2.25696 2.01791 0.11057 0.291 -0.421 -0.098
H -3.56880 1.10496 0.04208 0.023 -0.052 -0.203
H -2.52482 -0.71954 -0.93963 0.137 0.091 -0.211
H -1.84734 -0.55934 0.59942 0.101 0.621 0.349
H -0.26453 -0.99279 -1.21973 0.375 -0.154 0.479
H -0.58310 0.45467 -1.99548 -0.229 0.463 0.097
H 0.20563 1.65471 0.02203 -0.036 0.024 -0.038
H 1.02627 0.62401 1.82013 0.099 0.471 -0.331
H 0.49437 -0.85411 1.28920 -0.302 -0.091 -0.709
H 2.99002 -0.60478 1.66894 -0.028 -0.009 0.058
H 3.03664 0.36276 0.17935 0.070 0.076 0.034
H 1.67936 -2.06381 -1.04635 -0.095 0.553 0.135
```
Positions in Å, forces in eV/Å.

Properties
- HOMO energy (eV) = -8.790
- energy (hartree) = -667.2686
- F_max (eV/Å) = 1.58
- gap between HOMO and LUMO (eV) = 9.710
- SMILES = NCCNCCS
- E_LUMO (eV) = 0.92
- energy above the lowest of the compared OMol25 structures with the same formula, charge and spin (eV) = 0.714

Mulliken population analysis, charges in e, atoms 1 to 4: -0.574 -0.473 -0.593 -0.222